Record 1
This record from the Open Molecules 2025 dataset describes a molecular structure, C49H58MoN6O5PS2 in a non-equilibrium geometry. The level of theory is wB97M-V/def2-TZVPD.

Results
HOMO-LUMO gap (alpha / beta) ... 6.23 / 6.96 eV
Total charge ... -1
Multiplicity ... 3
E_HOMO (alpha / beta) ... -4.10 / -4.83 eV

```
122
Properties=species:S:1:pos:R:3:lowdin_charge:R:1
Mo -0.530 -0.193 0.609 1.713
C 1.148 -4.493 1.204 -0.044
O 2.423 -3.995 1.610 -0.104
C 2.467 -2.894 2.412 -0.232
C 3.492 -2.913 3.337 -0.013
C 3.715 -1.858 4.222 -0.108
C 2.861 -0.785 4.185 -0.070
C 1.822 -0.730 3.248 -0.156
C 0.952 0.416 3.310 -0.101
N 0.036 0.775 2.491 -0.133
N -0.644 1.900 3.002 -0.026
C -1.948 1.873 2.850 -0.513
O -2.655 0.946 2.383 -0.074
C -2.609 3.171 3.250 -0.134
C -1.881 4.249 3.749 -0.044
C -2.529 5.413 4.142 -0.102
C -3.911 5.514 4.038 -0.114
C -4.638 4.450 3.518 -0.093
C -3.989 3.285 3.125 -0.026
C 1.604 -1.761 2.309 -0.273
O 0.658 -1.674 1.417 -0.251
H 1.350 -5.415 0.660 0.098
H 0.615 -3.793 0.567 0.065
H 0.541 -4.719 2.082 0.079
H 4.122 -3.794 3.350 0.115
H 4.529 -1.905 4.935 0.092
H 2.983 0.044 4.875 0.105
H 1.060 1.062 4.179 0.126
H -0.805 4.153 3.826 0.095
H -1.952 6.244 4.535 0.092
H -4.417 6.414 4.366 0.090
H -5.716 4.526 3.419 0.094
H -4.532 2.444 2.716 0.111
N -1.932 -1.449 2.283 0.058
C -1.887 -2.852 2.388 -0.235
C -1.729 -3.434 3.642 -0.027
C -1.701 -4.811 3.793 -0.105
C -1.829 -5.622 2.674 -0.113
C -1.955 -5.036 1.422 -0.066
C -1.976 -3.653 1.245 -0.143
C -2.076 -3.086 -0.132 -0.189
C -2.928 -3.781 -1.018 -0.058
C -3.076 -3.408 -2.335 -0.099
C -2.345 -2.315 -2.799 -0.088
C -1.531 -1.631 -1.922 -0.167
C -1.365 -1.955 -0.561 -0.167
H -1.936 -0.966 3.169 0.091
H -2.707 -1.093 1.731 0.078
H -1.637 -2.787 4.509 0.112
H -1.584 -5.248 4.777 0.096
H -1.798 -6.701 2.767 0.096
H -1.995 -5.671 0.545 0.112
H -3.518 -4.607 -0.634 0.103
H -3.763 -3.939 -2.984 0.093
H -2.442 -1.980 -3.827 0.100
H -1.017 -0.755 -2.292 0.053
O -4.947 -0.690 -0.602 0.073
C -5.001 0.309 -1.497 -0.260
C -6.136 0.389 -2.306 -0.020
C -6.243 1.376 -3.266 -0.100
C -5.223 2.310 -3.439 -0.105
C -4.106 2.245 -2.628 -0.029
C -3.979 1.261 -1.649 -0.063
C -2.752 1.203 -0.823 -0.418
O -2.525 0.139 -0.127 -0.241
N -1.930 2.196 -0.850 0.018
N -0.831 1.949 -0.006 -0.172
C -0.180 3.047 0.176 -0.874
S -0.731 4.503 -0.663 0.939
C 0.819 5.410 -0.411 -0.526
C 1.430 5.032 0.917 -0.495
S 1.180 3.265 1.228 0.961
H -4.036 -0.704 -0.241 0.075
H -6.913 -0.354 -2.172 0.113
H -7.127 1.415 -3.892 0.095
H -5.301 3.069 -4.207 0.091
H -3.296 2.959 -2.730 0.107
H 0.577 6.474 -0.447 0.072
H 1.490 5.166 -1.235 0.064
H 0.971 5.579 1.740 0.069
H 2.507 5.203 0.929 0.075
C 5.124 0.520 -1.591 -0.085
C 3.774 0.901 -0.970 -0.569
C 3.614 2.415 -1.155 -0.120
C 3.815 0.670 0.545 -0.098
P 2.219 -0.023 -1.635 0.897
N 1.004 0.047 -0.673 -0.326
C 1.810 0.759 -3.322 -0.583
C 3.006 1.129 -4.210 -0.086
C 0.966 2.014 -3.044 -0.094
C 0.901 -0.171 -4.139 -0.091
C 2.811 -1.799 -2.009 -0.574
C 3.725 -2.007 -3.223 -0.083
C 3.500 -2.321 -0.743 -0.085
C 1.585 -2.695 -2.174 -0.088
H 5.896 1.137 -1.115 0.087
H 5.165 0.714 -2.662 0.063
H 5.392 -0.517 -1.415 0.052
H 4.423 2.913 -0.606 0.087
H 2.675 2.755 -0.737 0.006
H 3.683 2.737 -2.192 0.058
H 4.462 1.423 1.010 0.086
H 4.196 -0.309 0.828 0.071
H 2.816 0.784 0.964 0.033
H 3.602 1.941 -3.800 0.053
H 2.620 1.470 -5.178 0.085
H 3.665 0.283 -4.401 0.057
H 1.440 2.700 -2.343 0.043
H -0.005 1.733 -2.635 0.060
H 0.796 2.549 -3.987 0.090
H 1.435 -1.017 -4.570 0.063
H 0.476 0.407 -4.967 0.090
H 0.074 -0.544 -3.540 0.040
H 4.620 -1.389 -3.210 0.053
H 3.204 -1.839 -4.165 0.059
H 4.050 -3.054 -3.219 0.088
H 4.521 -1.965 -0.620 0.064
H 3.543 -3.414 -0.781 0.090
H 2.925 -2.047 0.136 0.055
H 1.020 -2.504 -3.085 0.064
H 0.920 -2.578 -1.325 0.045
H 1.918 -3.740 -2.203 0.092
```

Record 2
This record from the Open Molecules 2025 dataset describes a molecular structure, C25H33N2O5PtS2. The level of theory is wB97M-V/def2-TZVPD.

Results
HOMO-LUMO gap (alpha / beta) ... 8.42 / 7.92 eV
Total charge ... +1
Multiplicity ... 3
E_HOMO (alpha / beta) ... -10.33 / -11.48 eV

```
68
Properties=species:S:1:pos:R:3:nbo_charge:R:1
Pt -0.557 -0.115 -0.067 1.107
C -4.646 -2.445 -0.231 -0.256
O -4.103 -2.301 1.096 -0.481
C -2.957 -1.656 1.197 0.917
O -2.384 -1.185 0.210 -0.726
N -2.529 -1.593 2.467 -0.449
N -1.360 -0.913 2.785 -0.641
H -5.532 -3.057 -0.109 0.216
H -3.925 -2.936 -0.881 0.203
H -4.910 -1.468 -0.629 0.192
H -3.096 -2.038 3.175 0.403
H -0.665 -1.557 3.143 0.374
H -1.552 -0.181 3.458 0.375
C -3.207 0.771 -2.696 -0.819
S -3.417 1.576 -1.106 1.255
O -2.019 1.725 -0.547 -1.015
C -3.851 3.195 -1.708 -0.186
C -5.192 3.528 -1.815 -0.238
C -5.535 4.779 -2.308 -0.197
C -4.539 5.678 -2.665 -0.186
C -3.199 5.336 -2.532 -0.183
C -2.845 4.086 -2.050 -0.238
H -2.506 1.349 -3.295 0.246
H -4.177 0.711 -3.190 0.245
H -2.815 -0.227 -2.496 0.246
H -5.959 2.825 -1.512 0.224
H -6.576 5.055 -2.401 0.229
H -4.809 6.657 -3.040 0.228
H -2.429 6.047 -2.799 0.226
H -1.808 3.804 -1.919 0.241
O 0.830 -1.956 0.585 -0.994
S 1.902 -1.402 1.512 1.254
C 2.106 -2.680 2.749 -0.186
C 1.615 -3.954 2.510 -0.246
C 1.771 -4.925 3.488 -0.186
C 2.408 -4.616 4.684 -0.192
C 2.886 -3.332 4.914 -0.197
C 2.729 -2.352 3.945 -0.242
C 3.455 -1.582 0.654 -0.173
C 4.522 -0.795 1.058 -0.229
C 5.733 -0.915 0.394 -0.202
C 5.853 -1.798 -0.671 -0.191
C 4.766 -2.564 -1.076 -0.185
C 3.554 -2.460 -0.412 -0.234
H 1.122 -4.167 1.570 0.244
H 1.400 -5.926 3.316 0.225
H 2.528 -5.378 5.442 0.227
H 3.374 -3.093 5.849 0.228
H 3.089 -1.345 4.118 0.225
H 4.406 -0.090 1.874 0.222
H 6.577 -0.311 0.698 0.227
H 6.796 -1.884 -1.194 0.226
H 4.865 -3.243 -1.912 0.224
H 2.688 -3.031 -0.719 0.241
C 2.965 1.603 -1.567 -0.621
C 1.477 1.739 -1.279 0.232
C 1.173 3.029 -0.523 -0.629
C 0.664 1.663 -2.564 -0.638
O 1.145 0.641 -0.417 -0.693
H 3.309 2.422 -2.200 0.216
H 3.168 0.659 -2.075 0.217
H 3.531 1.621 -0.635 0.214
H 1.411 3.895 -1.143 0.215
H 1.769 3.082 0.388 0.216
H 0.115 3.062 -0.256 0.225
H 0.957 2.464 -3.243 0.220
H -0.398 1.763 -2.338 0.212
H 0.837 0.707 -3.062 0.217
```

Record 3
This record from the Open Molecules 2025 dataset describes 2 unconnected molecules or ions with the total composition C44H50O2P in a non-equilibrium geometry. The level of theory is wB97M-V/def2-TZVPD.

Results
HOMO-LUMO gap ... 4.65 eV
Total charge ... +1
E_HOMO ... -10.00 eV

```
97
Properties=species:S:1:pos:R:3:lowdin_charge:R:1
C -5.423 1.124 -1.097 -0.046
C -4.612 0.018 -1.701 -0.258
C -3.971 -0.912 -0.881 0.006
C -3.142 -1.907 -1.417 -0.208
C -2.681 -2.996 -0.485 -0.021
C -2.819 -1.870 -2.790 -0.124
C -1.707 -2.701 -3.422 -0.287
C -2.233 -4.002 -4.031 -0.038
C -0.445 -3.050 -2.558 -0.133
C 0.118 -1.962 -1.746 0.128
C 1.495 -1.639 -1.758 -0.113
C 1.866 -0.320 -2.182 -0.159
C 0.811 0.592 -2.743 -0.005
C 3.203 0.048 -2.169 0.007
C 4.209 -0.882 -1.885 -0.209
C 5.647 -0.492 -1.971 -0.018
C 3.850 -2.187 -1.515 0.025
C 2.530 -2.600 -1.495 -0.167
C 2.218 -4.047 -1.242 -0.023
C -3.627 -1.079 -3.639 -0.208
C -3.570 -1.217 -5.137 -0.039
C -4.465 -0.113 -3.086 0.000
H -5.812 1.788 -1.876 0.078
H -6.272 0.734 -0.521 0.089
H -4.815 1.727 -0.405 0.088
H -4.138 -0.891 0.202 0.124
H -3.010 -3.998 -0.807 0.099
H -1.590 -3.004 -0.361 0.059
H -3.103 -2.821 0.517 0.070
H -1.310 -2.095 -4.261 0.133
H -3.059 -3.834 -4.719 0.069
H -1.435 -4.510 -4.590 0.093
H -2.586 -4.676 -3.239 0.092
H -0.645 -3.933 -1.925 0.138
H 0.335 -3.386 -3.276 0.140
H -0.601 -1.270 -1.311 0.135
H 1.274 1.412 -3.306 0.103
H 0.129 0.059 -3.425 0.094
H 0.173 1.031 -1.966 0.057
H 3.474 1.084 -2.422 0.139
H 6.282 -1.385 -2.004 0.093
H 5.809 0.111 -2.873 0.101
H 5.969 0.116 -1.113 0.066
H 4.631 -2.909 -1.269 0.131
H 3.131 -4.575 -0.938 0.092
H 1.466 -4.187 -0.455 0.098
H 1.855 -4.549 -2.150 0.093
H -4.340 -0.575 -5.581 0.084
H -2.602 -0.901 -5.558 0.089
H -3.783 -2.238 -5.480 0.073
H -5.016 0.545 -3.758 0.119
C -3.529 -2.260 3.753 -0.072
C -2.984 -0.886 3.466 -0.235
O -1.842 -1.056 2.581 -0.047
C -1.241 0.138 2.303 -0.589
C 0.127 0.080 1.813 -0.173
P 1.057 1.510 2.173 1.045
C 1.206 2.297 3.802 -0.303
C 2.369 2.986 4.191 -0.089
C 2.416 3.664 5.407 -0.068
C 1.299 3.658 6.253 -0.065
C 0.141 2.976 5.866 -0.060
C 0.096 2.297 4.651 -0.058
C 2.793 1.183 1.828 -0.313
C 3.416 1.750 0.711 -0.077
C 4.799 1.649 0.577 -0.101
C 5.549 0.903 1.495 -0.075
C 4.914 0.302 2.593 -0.062
C 3.535 0.433 2.757 -0.079
C 0.467 2.915 1.181 -0.279
C 0.435 4.241 1.647 -0.046
C -0.190 5.233 0.886 -0.062
C -0.743 4.917 -0.356 -0.069
C -0.699 3.601 -0.837 -0.066
C -0.130 2.600 -0.045 -0.105
O -1.864 1.202 2.486 -0.009
H -4.495 -2.187 4.264 0.084
H -3.658 -2.851 2.840 0.064
H -2.837 -2.795 4.408 0.080
H -3.742 -0.243 3.006 0.116
H -2.657 -0.409 4.404 0.127
H 0.598 -0.861 1.581 0.049
H 3.254 2.983 3.552 0.111
H 3.332 4.181 5.691 0.109
H 1.346 4.173 7.214 0.109
H -0.736 2.961 6.510 0.110
H -0.806 1.774 4.347 0.093
H 2.820 2.270 -0.043 0.107
H 5.286 2.152 -0.256 0.110
H 6.625 0.791 1.359 0.111
H 5.495 -0.263 3.318 0.110
H 3.036 -0.017 3.619 0.124
H 0.861 4.484 2.621 0.105
H -0.248 6.248 1.286 0.112
H -1.225 5.696 -0.946 0.108
H -1.130 3.346 -1.808 0.106
H -0.185 1.550 -0.328 0.066
```

Computed total energy (eV) in order:
-103750.1854; -64586.6803; -59815.7946
Computed relative energy (zero: lowest compared OMol25 entry of this formula, charge and spin) (eV) in order:
0.942; 0.770; 0.658